A molecular structure, C24H47BCl2LuO2P2. Source: the OMol25 dataset; level of theory: ωB97M-V/def2-TZVPD.

```
79
Properties=species:S:1:pos:R:3:forces:R:3:lowdin_charge:R:1
Lu -0.060533 0.573779 0.341273 -1.9946 -1.2029 1.6171 0.61
Cl -0.986686 -0.218938 -1.764591 -0.2000 0.0094 -0.8855 -0.20
P -0.967287 3.148782 0.245070 0.0531 0.6688 -0.1359 0.99
C -2.480545 3.515279 -0.780314 0.2498 -0.0543 0.0145 -0.52
C -1.170359 4.224214 1.744468 -0.0359 0.0906 -0.0583 -0.55
C 0.413915 3.880021 -0.776878 -0.5201 0.1240 0.2003 -0.55
C -3.497602 2.369645 -0.659879 -0.1836 -0.0281 -0.1216 -0.12
H -2.093930 3.536612 -1.816037 -0.1830 0.0032 0.2940 0.11
C -3.084117 4.879161 -0.445628 -0.2980 0.1424 -0.2766 -0.13
H -3.452834 4.916516 0.583579 0.0049 0.0053 -0.1930 0.07
H -3.938619 5.073975 -1.104749 0.0658 -0.0564 0.0563 0.08
H -2.370663 5.697590 -0.590095 -0.2145 -0.1487 0.1145 0.05
H -3.153177 1.486793 -1.212281 -0.0276 0.1631 0.2191 0.03
H -4.456445 2.688405 -1.094311 0.1495 -0.0582 0.0622 0.08
H -3.676731 2.055486 0.377355 0.0955 0.1252 -0.2311 0.06
H 0.228744 3.440494 -1.774836 0.1045 0.0696 0.3157 0.10
C 1.812438 3.444557 -0.303285 0.0980 0.1592 -0.1756 -0.13
C 0.289161 5.400367 -0.885552 0.4529 0.1825 -0.3720 -0.12
H -0.587342 5.693995 -1.475586 0.2344 -0.0496 0.1779 0.06
H 1.177274 5.792591 -1.402096 -0.1615 0.0524 0.0744 0.08
H 0.242090 5.884813 0.100246 -0.0183 -0.1405 -0.2966 0.07
H 1.906775 2.379402 -0.017688 -0.0557 0.3719 -0.0966 0.00
H 2.158075 4.064530 0.537721 -0.1064 -0.3025 -0.2453 0.07
H 2.502017 3.599231 -1.147117 -0.0185 -0.0506 0.3072 0.08
C -2.251665 3.615952 2.654582 0.0449 0.0684 0.3152 -0.11
H -1.507035 5.215185 1.395052 0.1673 -0.3346 0.1550 0.09
C 0.137127 4.400794 2.525288 -0.0192 -0.0404 0.2493 -0.12
H -3.239694 3.541149 2.184877 0.2796 -0.1105 -0.0245 0.06
H -2.372866 4.262315 3.538547 0.0708 -0.1455 -0.1739 0.08
H -1.952221 2.616309 3.001471 -0.1269 0.2805 -0.1536 0.05
H 0.557314 3.425955 2.821602 -0.0994 0.3109 -0.0877 0.04
H -0.087067 4.973529 3.439270 0.0820 -0.2169 -0.1606 0.08
H 0.889095 4.976345 1.974562 -0.1336 -0.1917 0.0464 0.05
Cl 0.148986 0.579784 2.843999 1.3610 0.9207 1.1690 -0.02
H 1.693251 0.051334 0.038126 1.2316 -0.2476 -0.1531 -0.17
P 1.070754 -4.175470 -0.799312 -0.1599 -1.1136 -0.8258 1.05
C 2.128014 -3.669474 -2.180583 0.4299 0.5797 0.0664 -0.58
C 1.619590 -4.130176 0.922979 0.6822 -0.3108 0.7604 -0.58
C -0.653175 -4.332489 -1.320418 -0.3708 0.0655 -0.0924 -0.57
C 2.584102 -2.210293 -2.103018 0.2729 0.0928 -0.4285 -0.15
H 1.472228 -3.749035 -3.070189 0.1440 -0.1548 0.4604 0.10
C 3.310445 -4.640407 -2.357369 -0.1606 0.0383 -0.2867 -0.15
H 3.975803 -4.631376 -1.485766 -0.1327 0.0115 -0.1024 0.06
H 3.896926 -4.348638 -3.235421 0.1103 -0.0026 0.0383 0.06
H 2.947452 -5.666094 -2.508833 0.1066 0.2712 0.1236 0.06
H 1.730899 -1.524947 -2.061523 0.1858 -0.1607 -0.0143 0.02
H 3.177766 -2.000885 -3.003659 0.0206 0.2498 0.0953 0.07
H 3.207077 -2.005970 -1.225548 -0.1428 -0.0737 -0.2238 0.05
H -0.671389 -3.813875 -2.301903 0.0163 -0.2629 0.4641 0.10
C -1.685567 -3.636558 -0.417073 -0.3788 0.1346 -0.0093 -0.14
C -0.944020 -5.837029 -1.543538 -0.3538 0.2156 -0.0378 -0.16
H -0.422011 -6.189059 -2.442426 -0.0654 -0.0127 0.2609 0.06
H -2.018720 -6.012893 -1.666638 -0.0540 -0.0360 -0.1153 0.06
H -0.592443 -6.430794 -0.687741 -0.1155 0.2025 -0.2317 0.06
H -1.252597 -2.815063 0.168112 -0.2096 -0.2661 -0.1949 0.03
H -2.178052 -4.343568 0.272821 0.2361 0.2421 -0.1973 0.08
H -2.457838 -3.184185 -1.054200 0.0064 -0.1554 0.2636 0.07
C 2.719147 -3.086290 1.171756 -0.1139 0.0110 0.3246 -0.13
H 2.087708 -5.125957 1.040207 -0.0912 0.4222 0.3025 0.08
C 0.488435 -4.051180 1.964905 0.2009 0.1565 -0.1047 -0.11
H 3.577243 -3.214268 0.495190 -0.3034 0.0265 0.1506 0.05
H 3.093472 -3.217630 2.198308 -0.0430 0.0710 -0.1587 0.08
H 2.329777 -2.064357 1.071965 0.1283 -0.1833 -0.0504 0.04
H 0.028348 -3.056950 2.009054 0.0230 -0.1876 -0.0769 0.07
H 0.921232 -4.254486 2.951940 -0.0290 0.0323 -0.1064 0.08
H -0.288884 -4.803707 1.786336 0.1060 0.1924 -0.0293 0.07
O -3.207109 0.518113 2.190174 -0.6575 -0.1659 -0.2884 0.01
B -2.014706 -0.266978 2.017214 0.0405 -0.3371 -2.8001 -0.76
O -2.161096 -1.401612 2.843530 -0.3762 -0.7265 0.3471 0.04
C -3.329507 -1.271735 3.534753 0.3687 0.7758 0.1856 -0.23
C -3.659122 -1.872282 4.731026 -0.1114 -0.1288 0.3061 -0.01
C -4.592903 -1.211850 5.540455 -0.3324 -0.3657 -0.1099 -0.11
C -5.313220 -0.118458 5.053756 -0.1833 -0.2404 -0.2403 -0.12
C -5.078035 0.387706 3.767500 -0.2955 0.0017 0.3741 -0.02
C -4.001066 -0.133690 3.085930 0.9119 0.2281 0.7453 -0.23
H -3.153466 -2.782038 5.049597 0.0904 0.3428 0.1129 0.11
H -4.777414 -1.577334 6.554892 -0.0366 0.0690 -0.3900 0.09
H -6.073422 0.341539 5.677417 0.0210 -0.0716 -0.0698 0.09
H -5.675254 1.187975 3.338688 0.2669 0.1544 0.2569 0.11
```
Positions in Å, forces in eV/Å.

Results
- largest force on an atom (hartree/bohr) = 0.0551
- E_tot (a.u.) = -3956.74875
- net charge = -1

---

A molecular structure, C24H47CsN6O2Se3Si. Source: the OMol25 dataset; level of theory: ωB97M-V/def2-TZVPD.

```
84
Properties=species:S:1:pos:R:3:forces:R:3:lowdin_charge:R:1
Cs -16.707763 2.285589 -11.495389 -0.2275 0.0353 0.0881 0.06
C -20.468679 4.615718 -13.643300 0.7465 -1.2841 -1.5485 -0.08
N -19.594145 5.428716 -12.843907 1.4434 0.7695 0.5570 -0.18
C -18.366896 6.071430 -13.398161 0.4555 -0.4574 -1.5117 -0.06
C -19.632457 5.331363 -11.479242 0.1078 1.4839 2.2573 -0.34
N -18.523591 5.337783 -10.744169 -2.3256 -0.5650 -1.8991 0.13
C -18.505708 5.956226 -9.500122 0.3270 0.6347 0.7288 -0.22
C -19.245981 7.158785 -9.276408 0.6063 -1.1235 0.6999 -0.05
C -19.070317 7.894778 -8.118087 0.1879 1.0802 0.3454 -0.13
C -17.963740 7.612686 -7.292877 -1.4701 0.2903 0.0747 -0.14
C -17.351016 6.404886 -7.444195 2.5272 -1.2310 -0.0941 -0.06
C -17.511893 5.518043 -8.541636 -2.2707 2.2315 -1.0487 -0.26
N -16.697139 4.506601 -8.949379 2.3107 -1.0176 1.2239 0.09
C -15.903576 3.905172 -8.052559 0.0448 -0.9236 -1.8955 -0.36
N -14.675067 3.377499 -8.475099 -0.1645 2.3086 -0.7661 -0.14
C -13.937929 4.028337 -9.632525 -0.8993 -4.0847 0.0610 -0.05
C -14.171140 2.114057 -8.054708 1.0479 -0.9087 0.7231 -0.08
N -16.346172 3.542643 -6.816886 -0.8387 -0.0647 -0.0973 -0.14
C -15.520279 3.563572 -5.615572 -1.7667 -0.4524 -0.1613 -0.16
C -17.798317 3.227788 -6.689899 1.0540 -0.2140 2.1719 -0.03
N -20.956636 5.479436 -10.948305 1.3367 -0.9204 -0.4785 -0.17
C -21.417311 4.865650 -9.723638 2.2582 -0.8693 -0.0647 -0.07
C -21.989493 6.199831 -11.611736 -0.9805 1.4520 0.8719 -0.12
H -21.337853 5.143111 -14.064288 0.1098 -0.0236 0.1827 0.07
H -20.806936 3.739304 -13.049460 0.0644 0.5767 -0.4512 0.11
H -19.874566 4.203832 -14.547221 -0.9110 0.5300 1.4382 0.11
H -18.260820 5.625934 -14.426761 0.0578 0.5207 0.8348 0.08
H -17.426460 5.748428 -12.848048 -1.3144 0.7517 -0.5226 0.02
H -18.424506 7.221284 -13.569219 -0.1294 -1.8824 0.7532 0.10
H -19.901389 7.537265 -10.041163 -0.3377 -0.1725 -0.0949 0.10
H -19.760754 8.730649 -7.858496 0.8343 -0.4099 -0.5465 0.09
H -17.587247 8.342010 -6.567455 -0.4489 -0.4743 0.0327 0.09
H -16.472682 6.191674 -6.809636 -0.4841 0.1433 -0.1863 0.11
H -12.857445 3.820824 -9.542418 -0.4479 0.6818 0.3746 0.08
H -14.276261 5.006181 -9.700506 -0.1614 1.8306 -0.3656 0.05
H -14.216021 3.445401 -10.567974 0.3288 1.0384 0.8279 -0.01
H -14.691884 1.261006 -8.476353 -0.4523 -0.2234 -0.3051 0.08
H -14.269688 2.012037 -6.965850 0.4608 -0.2051 -0.3955 0.05
H -13.094748 1.950173 -8.373215 -1.1557 0.5886 0.5883 0.10
H -15.058946 2.620337 -5.420286 0.4310 -0.7559 0.2474 0.02
H -16.218171 3.742674 -4.800051 0.1581 0.1866 0.2471 0.06
H -14.787736 4.329097 -5.632407 0.7559 0.8095 -0.2077 0.05
H -18.301474 3.448601 -7.599392 -0.4673 0.3318 -0.4478 0.06
H -18.222478 3.743614 -5.785112 0.2155 0.0098 -1.0812 0.08
H -17.947082 2.162801 -6.451619 0.3192 0.0736 -0.2147 0.07
H -20.703216 4.081866 -9.373304 -0.6644 0.2046 -0.6572 0.11
H -22.383434 4.502108 -9.936089 -1.1779 -0.9316 0.0735 0.06
H -21.461201 5.493342 -8.864847 -0.1300 1.2508 0.5628 0.06
H -21.679385 6.735320 -12.485214 0.7439 0.4547 -0.2599 0.07
H -22.420548 6.967715 -10.868588 0.4142 -0.9251 -1.0264 0.11
H -22.820631 5.608036 -11.997561 -0.2035 -0.5178 0.3633 0.08
O -11.249662 4.900433 -17.300540 3.3655 -1.6023 -2.2172 -0.05
C -12.312867 5.460424 -16.706610 -3.5328 0.6885 1.2062 -0.28
C -12.599081 4.900233 -15.293875 -0.0409 -1.8849 -0.8082 -0.56
C -11.353586 5.201188 -14.492353 1.3773 0.3669 -0.0996 -0.22
O -10.142905 4.523980 -14.904172 -0.8808 0.1570 -1.0600 -0.10
C -12.942785 3.347364 -15.426863 0.7853 0.3825 2.1706 -0.46
Se -14.329833 2.516227 -14.203527 1.0716 -1.7457 -2.2039 0.30
C -13.697860 5.619204 -14.598890 -2.3458 0.3405 0.4752 -0.44
Se -14.779289 4.637066 -13.056187 0.6978 3.5972 0.5498 0.23
H -11.352333 4.389732 -18.128392 -0.5637 0.5875 1.0586 0.14
H -13.182803 5.439074 -17.358141 -0.4754 -0.2642 0.0094 0.13
H -12.147668 6.499166 -16.521787 0.4798 1.1080 -0.1437 0.11
H -11.648780 4.884622 -13.503445 0.6479 0.2258 0.7531 0.12
H -11.070298 6.307203 -14.580445 -0.9438 -1.0848 0.5633 0.14
H -10.198978 4.629389 -15.894997 0.4616 -0.4761 1.3503 0.07
H -12.082293 2.706404 -15.146151 -0.2736 0.6085 -0.9524 0.05
H -13.301981 3.270559 -16.415878 -0.2659 -0.8492 -1.0900 0.02
H -14.582394 5.907296 -15.220536 1.0336 -0.1309 0.1097 0.06
H -13.265002 6.499440 -14.126778 -0.4776 0.1896 0.1952 0.05
C -18.549205 -3.198524 -11.483000 0.4369 0.3897 0.4267 -0.29
Si -19.533664 -2.048950 -12.610217 1.3063 1.0553 -0.0035 -0.02
C -20.385488 -3.022815 -14.010538 2.1951 -0.5252 -0.5862 -0.26
C -21.000563 -1.529269 -11.520102 -0.3580 0.3180 -0.7502 -0.24
Se -17.967006 -0.614754 -13.444627 -0.9872 -0.1846 0.3426 -0.10
H -17.991555 -3.825319 -12.188495 0.1997 -0.1253 0.4778 0.01
H -19.247187 -3.779858 -10.899101 -0.2542 -0.6839 0.1771 0.00
H -17.864712 -2.702815 -10.724838 -0.6952 -0.3634 -1.2590 0.04
H -20.397741 -4.110561 -13.830417 -0.1621 0.2624 0.1088 0.01
H -19.744727 -2.870381 -14.937718 -1.0885 -0.0337 0.9517 0.03
H -21.380819 -2.657032 -14.104003 -0.8286 0.2658 -0.4792 -0.01
H -21.465770 -0.551041 -11.719225 0.2204 -0.2914 -0.0931 0.02
H -20.775198 -1.582565 -10.468575 0.1459 -0.0529 0.4642 0.00
H -21.731417 -2.307864 -11.777897 -0.1684 0.1242 0.3543 0.01
```
Positions in Å, forces in eV/Å.

Results
- largest force on an atom (hartree/bohr) = 0.0843
- E_tot (a.u.) = -8935.47557
- net charge = -2